# 1
ORCA calculation (ωB97M-V with the def2-TZVPD basis set) on a single C8H15N3O2S molecule at a distorted geometry.

Output
gap between HOMO and LUMO	8.84	eV
energy relative to the best compared isomer or geometry (same formula, charge and spin)	279.17	kJ/mol
HOMO	-8.6	eV
LUMO level	0.20	eV
total charge	0
DFT total energy	-1026.5623	Eh
SMILES string	CS[C@H]1NN2CCCC[C@H]2[C@@H]1[N+](=O)[O-]

Element x y z (Å)
C: 3.31434 1.77727 -0.72665
S: 1.62662 2.05741 -0.25226
C: 1.27765 0.64827 0.77366
N: 0.24503 0.74821 1.76131
N: -0.96321 0.18293 1.12216
C: -1.61102 1.27720 0.32244
C: -2.90435 0.52711 -0.08479
C: -2.53651 -0.63755 -1.00022
C: -1.59777 -1.64222 -0.36615
C: -0.46712 -0.99343 0.51357
C: 0.84778 -0.62479 -0.26331
N: 1.89269 -1.58295 -0.10539
O: 2.62717 -1.67254 -1.05653
O: 1.96793 -2.23740 0.92670
H: 3.79952 1.49188 0.17518
H: 3.82800 2.60793 -1.26422
H: 3.25867 0.94821 -1.38270
H: 2.24423 0.42934 1.24670
H: 0.64539 0.09415 2.51629
H: -0.97322 1.69156 -0.43359
H: -1.86824 2.05431 1.15187
H: -3.60014 1.22228 -0.41815
H: -3.30224 0.11707 0.83462
H: -3.38337 -1.32558 -1.29281
H: -2.11716 -0.20712 -1.92612
H: -2.02693 -2.50321 0.32440
H: -1.21626 -2.28846 -1.14238
H: 0.05505 -1.60983 1.38276
H: 0.93746 -0.55005 -1.33640

***

# 2
ORCA calculation (ωB97M-V with the def2-TZVPD basis set) on 2 unconnected molecules or ions with the total composition C4H12 at a distorted geometry.

Output
gap between HOMO and LUMO	12.03	eV
energy relative to the best compared isomer or geometry (same formula, charge and spin)	154.45	kJ/mol
HOMO	-10.9	eV
LUMO level	1.16	eV
total charge	0
DFT total energy	-159.5261	Eh
SMILES string	CC.CC

Element x y z (Å)
C: -0.70081 1.54888 -1.55845
C: 0.00562 0.43529 -2.21646
H: -1.77250 1.51667 -1.40874
H: -0.37289 1.51740 -0.44679
H: -0.55304 2.49917 -1.94992
H: -0.04165 -0.58262 -1.71496
H: -0.43975 0.44357 -3.21909
H: 1.05620 0.81488 -2.35919
C: -0.16862 -1.20745 1.25690
C: 0.91309 -1.00841 2.32415
H: -0.51553 -0.20811 1.13759
H: 0.07941 -1.60275 0.36169
H: -1.06541 -1.57815 1.88180
H: 1.00989 0.10486 2.33694
H: 1.82744 -1.55337 2.24472
H: 0.73854 -1.13984 3.32981

***

# 3
ORCA calculation (ωB97M-V with the def2-TZVPD basis set) on 2 unconnected molecules or ions with the total composition C4H6OS2 at a distorted geometry.

Output
gap between HOMO and LUMO	8.20	eV
energy relative to the best compared isomer or geometry (same formula, charge and spin)	405.37	kJ/mol
HOMO	-8.6	eV
LUMO level	-0.43	eV
total charge	0
DFT total energy	-1027.4771	Eh

Element x y z (Å)
C: 0.93046 0.22615 -0.59278
C: -0.44328 0.44210 -0.99138
C: 1.33320 -1.09175 0.08000
C: -1.14917 0.50947 1.20916
O: 1.71355 1.15921 -0.80827
S: -1.76086 -0.39012 -1.82054
S: -1.23978 1.65304 -1.88499
H: 1.08343 -1.77092 -0.63207
H: 0.66769 -1.41023 0.89831
H: 2.36445 -1.24888 0.49123
H: -2.13264 0.20860 1.05302
H: -1.06204 1.58008 1.34480
H: -0.30500 0.13325 1.65350

***

# 4
ORCA calculation (ωB97M-V with the def2-TZVPD basis set) on a single C7H12 molecule.

Output
gap between HOMO and LUMO	10.42	eV
energy relative to the best compared isomer or geometry (same formula, charge and spin)	122.76	kJ/mol
HOMO	-9.3	eV
LUMO level	1.08	eV
total charge	0
DFT total energy	-273.8618	Eh
SMILES string	CC#CCCCC

Element x y z (Å)
C: 3.92313 -0.14643 1.07046
C: 2.69175 -0.34383 0.30379
C: 1.66670 -0.49822 -0.31229
C: 0.35290 -0.61411 -0.95551
C: -0.71943 0.09294 -0.11561
C: -2.11848 0.04454 -0.72265
C: -3.14170 0.73949 0.17475
H: 3.70161 0.31332 2.03956
H: 4.61939 0.50988 0.53855
H: 4.42975 -1.09861 1.25791
H: 0.09114 -1.67249 -1.08668
H: 0.38796 -0.17691 -1.96237
H: -0.73194 -0.35535 0.88643
H: -0.41945 1.14020 0.02088
H: -2.41723 -0.99970 -0.88935
H: -2.10257 0.52249 -1.71165
H: -3.31977 0.16194 1.08916
H: -2.78114 1.72982 0.47805
H: -4.10355 0.87394 -0.33015

***

# 5
ORCA calculation (ωB97M-V with the def2-TZVPD basis set) on a molecular structure, C20H24AsF6N6O2S2Tl at a distorted geometry.

Output
gap between HOMO and LUMO	5.41	eV
energy relative to the best compared isomer or geometry (same formula, charge and spin)	235.77	kJ/mol
HOMO	-1.1	eV
LUMO level	4.34	eV
total charge	-2
DFT total energy	-5059.4674	Eh

Element x y z (Å)
Tl: 0.30500 0.57874 0.19137
C: 1.92990 3.68019 -2.34142
C: 1.98897 3.45041 -0.85795
C: 0.99702 3.98234 -0.03158
C: 1.01550 3.76068 1.33657
C: 2.02909 2.99697 1.90233
C: 3.01047 2.44526 1.09378
C: 2.99113 2.67790 -0.27653
H: 2.60748 3.01167 -2.87136
H: 2.17902 4.71420 -2.59563
H: 0.91784 3.48151 -2.69026
H: 0.18036 4.53770 -0.47798
H: 0.20812 4.13526 1.95130
H: 2.03253 2.80143 2.96647
H: 3.77204 1.81148 1.52922
H: 3.75965 2.24759 -0.90793
S: -1.21374 2.20711 -2.41293
C: -1.63611 0.91417 -3.47299
C: -2.48538 1.31511 -4.54149
N: -3.13837 1.72133 -5.40281
C: -1.23181 -0.39820 -3.39608
S: 0.01962 -1.05851 -2.34665
C: -1.81822 -1.33143 -4.28175
N: -2.31976 -2.12280 -4.96007
N: -1.65618 -4.12942 -0.92904
C: -1.60058 -4.38484 0.36543
N: -1.59538 -5.70435 0.76916
N: -1.68853 -3.51516 1.33984
C: -1.67243 -2.21283 1.29768
N: -1.74589 -1.08012 1.57385
H: -1.48417 -4.88934 -1.56989
H: -1.32711 -3.21381 -1.36100
H: -1.13870 -6.34809 0.14396
H: -1.33357 -5.81929 1.73466
C: -3.37724 0.70578 -0.16388
As: -3.09340 1.43012 1.60536
C: -3.89037 0.38579 3.05643
C: -4.41777 2.88868 1.53294
O: -1.68323 2.11473 2.04400
H: -4.43978 0.50469 -0.30658
H: -2.79813 -0.19206 -0.34023
H: -3.04204 1.47735 -0.86022
H: -4.93086 0.14239 2.84291
H: -3.83284 1.00859 3.95014
H: -3.30902 -0.51650 3.21011
H: -5.43756 2.52088 1.41206
H: -4.15967 3.53058 0.69044
H: -4.34498 3.47904 2.44666
C: 4.28096 -1.18539 -0.36881
C: 3.26030 -1.79441 0.63173
O: 2.15947 -1.12215 0.85838
C: 4.06895 -1.99263 1.97296
F: 3.43603 -2.75003 2.88853
F: 5.31157 -2.55298 1.84151
F: 4.29847 -0.79366 2.54881
C: 2.95936 -3.24442 0.10073
F: 2.52650 -3.23658 -1.17419
F: 2.02242 -3.90097 0.81270
F: 4.05098 -4.07612 0.09662
H: 4.59860 -0.21828 0.01724
H: 3.77930 -1.03901 -1.32311
H: 5.14619 -1.83627 -0.49356

***

# 6
ORCA calculation (ωB97M-V with the def2-TZVPD basis set) on a molecular structure, C9H18FO9RbTl at a distorted geometry.

Output
gap between HOMO and LUMO (alpha / beta)	9.41 / 3.99	eV
2S+1	2
HOMO (alpha / beta)	-15.8 / -15.8	eV
LUMO level (alpha / beta)	-6.36 / -11.78	eV
total charge	+2
DFT total energy	-1326.6880	Eh

Element x y z (Å)
Rb: 8.81960 22.32610 16.90982
Tl: 9.23795 18.52524 21.22761
F: 8.89822 19.88655 18.62870
C: 12.64314 20.17901 17.68881
O: 13.55313 19.31424 18.43976
C: 12.97061 18.51362 19.34669
O: 11.77518 18.26855 19.55142
O: 13.97550 17.84305 20.06081
C: 15.32074 18.18825 19.96480
H: 11.67578 19.69401 17.55802
H: 13.07065 20.33139 16.69778
H: 12.41874 21.16382 18.09855
H: 15.36118 19.22726 20.29178
H: 15.67304 18.01363 18.94819
H: 15.85278 17.58083 20.69697
C: 9.94292 17.74724 16.52310
O: 9.09649 16.63239 16.64782
C: 8.72529 16.03126 17.78225
O: 9.06799 16.36437 18.92538
O: 7.93523 14.98796 17.44371
C: 7.43547 14.11334 18.42673
H: 10.59893 17.66036 15.65696
H: 10.58951 17.84823 17.39478
H: 9.30831 18.62203 16.38123
H: 6.59042 13.55488 18.02410
H: 7.14765 14.69230 19.30427
H: 8.21820 13.39558 18.67226
C: 3.15806 20.65420 21.92633
O: 4.55045 20.21734 22.13792
C: 5.56760 20.49823 21.32703
O: 6.71766 20.03647 21.41620
O: 5.15458 21.31928 20.37379
C: 5.99894 21.92714 19.47316
H: 2.83782 20.44316 20.90604
H: 3.08742 21.72446 22.12038
H: 2.63661 20.19734 22.76743
H: 6.70374 22.42759 20.13717
H: 5.51520 22.69394 18.86810
H: 6.37581 21.05696 18.93569

***

# 7
ORCA calculation (ωB97M-V with the def2-TZVPD basis set) on 2 unconnected molecules or ions with the total composition C11H10ClN3 at a distorted geometry.

Output
gap between HOMO and LUMO	6.42	eV
energy relative to the best compared isomer or geometry (same formula, charge and spin)	418.94	kJ/mol
HOMO	-6.1	eV
LUMO level	0.36	eV
total charge	0
DFT total energy	-1049.4639	Eh

Element x y z (Å)
C: 0.17213 1.03343 2.54519
C: 0.23266 -1.21559 1.64333
C: 1.13825 0.62582 3.44842
C: 1.14474 -1.64094 2.56625
C: -1.89587 -0.05684 -3.53058
C: -0.88355 -1.01680 -3.55721
C: -1.50010 0.95026 -2.57761
C: -0.25503 0.14452 1.58439
C: 1.62003 -0.64808 3.41744
C: -1.26633 0.43348 0.64236
C: 0.61077 1.15960 -1.31833
N: 0.19358 -0.48160 -2.85676
N: -2.19736 0.81840 0.13130
N: -0.22380 0.57346 -2.15725
Cl: 2.86855 -1.06578 4.54614
H: -0.14986 2.05768 2.63884
H: -0.12365 -1.71714 0.73386
H: 1.45196 1.32529 4.31652
H: 1.61652 -2.57773 2.49292
H: -2.90918 -0.28109 -3.75973
H: -0.75166 -2.00346 -4.09339
H: -1.95101 1.79523 -2.14673
H: 0.38797 2.06269 -0.78875
H: 1.64508 0.67427 -1.18695
H: 1.02517 -0.94909 -2.73366

***

# 8
ORCA calculation (ωB97M-V with the def2-TZVPD basis set) on a molecular structure, C18H24F6InO6.

Output
gap between HOMO and LUMO	7.38	eV
HOMO	-5.0	eV
LUMO level	2.36	eV
total charge	-1
DFT total energy	-1941.0622	Eh

Element x y z (Å)
C: 4.22869 -2.47909 0.80591
C: 4.43723 -1.04446 0.38945
O: 5.03779 -0.25932 1.07106
O: 3.97801 -0.73339 -0.84961
C: 2.51992 -0.54938 -0.93881
C: 2.09829 0.91829 -0.87866
In: 0.75162 1.22286 0.90036
C: -0.75148 -0.42017 0.70377
C: -1.56733 -0.80055 1.78071
C: -2.49367 -1.83560 1.67521
C: -2.63875 -2.52875 0.47949
C: -1.84642 -2.17768 -0.60713
C: -0.92555 -1.13627 -0.48801
H: 5.12531 -3.04549 0.54501
H: 4.10884 -2.52595 1.88719
H: 3.37164 -2.94392 0.32344
H: 2.24675 -1.01521 -1.88873
H: 2.06279 -1.15525 -0.14869
H: 1.56113 1.13596 -1.80445
H: 2.98063 1.54834 -0.77956
H: 1.68099 0.90249 2.37955
H: 0.00663 2.83085 0.95317
H: -1.46972 -0.27984 2.72868
H: -3.07538 -2.09520 2.54875
H: -3.35901 -3.33384 0.39422
H: -1.92727 -2.70658 -1.55087
H: -0.32794 -0.86854 -1.35572
C: 5.18085 0.51569 -3.82319
C: 4.13104 1.59685 -3.92610
O: 4.08616 2.17432 -5.25924
C: 3.46281 1.47505 -6.18329
O: 2.91295 0.42002 -6.07118
C: 3.49703 2.25115 -7.51906
F: 4.72621 2.70556 -7.79205
F: 2.66972 3.30363 -7.46220
F: 3.11043 1.47167 -8.52468
H: 6.15845 0.90215 -4.11722
H: 5.22792 0.16239 -2.79325
H: 4.94098 -0.32922 -4.46838
H: 4.36938 2.42764 -3.26793
H: 3.14577 1.22270 -3.65494
C: -7.57550 1.66200 4.92409
C: -6.07963 1.77761 4.73055
O: -5.39397 0.58705 5.17015
C: -5.42803 -0.43829 4.33209
O: -5.96679 -0.48939 3.26917
C: -4.60221 -1.60259 4.91271
F: -4.92682 -1.83657 6.19483
F: -3.29837 -1.32213 4.86511
F: -4.82087 -2.72144 4.23054
H: -7.80858 1.43579 5.96521
H: -8.05589 2.60212 4.65381
H: -7.99153 0.87127 4.30172
H: -5.66651 2.57396 5.34503
H: -5.81878 1.97672 3.69199

***

# 9
ORCA calculation (ωB97M-V with the def2-TZVPD basis set) on a molecular structure, C8H10BF2MnN4S.

Output
gap between HOMO and LUMO (alpha / beta)	8.42 / 8.78	eV
2S+1	5
energy relative to the best compared isomer or geometry (same formula, charge and spin)	0.00	kJ/mol
HOMO (alpha / beta)	-16.8 / -16.9	eV
LUMO level (alpha / beta)	-8.38 / -8.14	eV
total charge	+2
DFT total energy	-2303.1782	Eh

Element x y z (Å)
Mn: -0.88628 1.52481 -0.19479
C: 1.21988 -1.99880 1.34954
C: 0.60430 -0.86542 0.60746
N: 0.02415 0.15463 1.12274
N: -0.15088 0.36103 2.45974
C: -0.93300 1.39591 2.84768
N: -1.10397 1.57949 4.14035
S: -1.71222 2.47744 1.75323
C: 0.62973 -0.85343 -0.89185
C: 1.30185 -1.82038 -1.60166
C: 1.30330 -1.76495 -2.99766
C: 0.63250 -0.74145 -3.62952
C: -0.02809 0.20118 -2.85232
N: -0.03873 0.15462 -1.51934
H: 1.09676 -1.93536 2.42720
H: 2.29077 -2.03616 1.13909
H: 0.78207 -2.94153 1.01797
H: 0.26099 -0.27299 3.13136
H: -0.67303 0.99731 4.84441
H: -1.68610 2.33864 4.46503
H: 1.82976 -2.61393 -1.09409
H: 1.82818 -2.51933 -3.56824
H: 0.60743 -0.65630 -4.70646
H: -0.56398 1.01593 -3.32115
F: -1.10721 3.39388 -1.59430
B: -2.19250 2.62531 -1.39321
F: -3.33567 2.79986 -1.94119

***

# 10
ORCA calculation (ωB97M-V with the def2-TZVPD basis set) on a molecular structure, C29H35N6O2STc at a distorted geometry.

Output
gap between HOMO and LUMO (alpha / beta)	7.12 / 5.89	eV
2S+1	4
HOMO (alpha / beta)	-15.9 / -15.9	eV
LUMO level (alpha / beta)	-8.81 / -9.97	eV
total charge	+3
DFT total energy	-2083.2665	Eh

Element x y z (Å)
Tc: -0.44098 1.25993 -0.03602
C: 5.86932 -1.11647 -2.40502
C: 4.69702 -0.68137 -1.60492
C: 4.55662 -1.01457 -0.26902
C: 3.38792 -0.73937 0.46618
C: 3.38342 -1.20047 1.81028
N: 2.40182 -1.68377 2.52108
C: 1.11562 -2.11907 2.02318
C: 1.32532 -3.29917 1.04908
C: 0.03452 -3.90877 0.51908
N: -0.65658 -2.97047 -0.33452
C: -1.79268 -3.17817 -0.93402
C: -2.56758 -2.16747 -1.54262
C: -3.77768 -2.51997 -2.16532
C: -4.65448 -1.57207 -2.66982
C: -5.90608 -1.98087 -3.36162
C: -4.33348 -0.22487 -2.46792
C: -3.17018 0.19453 -1.81372
C: -2.97018 1.60363 -1.59942
N: -2.04728 2.17003 -0.89482
C: -1.98058 3.62133 -0.93202
C: -0.62038 4.10693 -1.47722
C: 0.03842 3.08703 -2.40302
N: 0.62232 1.99393 -1.63662
C: 1.71752 1.49163 -2.08392
C: 2.55202 0.49783 -1.46922
C: 3.69732 0.11823 -2.16512
C: 2.31752 0.01433 -0.13462
O: 1.27532 0.32023 0.53648
C: -2.19578 -0.78007 -1.42772
O: -1.02328 -0.46407 -1.00612
H: 6.43462 -1.89267 -1.89742
H: 6.54022 -0.27687 -2.59032
H: 5.55662 -1.47767 -3.38322
H: 5.34032 -1.57647 0.21438
H: 4.35692 -1.20917 2.28878
H: 2.61172 -1.93677 3.48038
H: 0.63232 -1.27137 1.52608
H: 0.50212 -2.43217 2.87088
H: 1.87502 -4.08177 1.57418
H: 1.92812 -2.97137 0.19938
H: -0.62188 -4.20437 1.34438
H: 0.27372 -4.81387 -0.04672
H: -0.26658 -2.02677 -0.43062
H: -2.21118 -4.17837 -0.90152
H: -4.02508 -3.56667 -2.25462
H: -5.95718 -3.06017 -3.47992
H: -5.96668 -1.52437 -4.34882
H: -6.78488 -1.65367 -2.80482
H: -5.03088 0.51903 -2.82752
H: -3.70918 2.23463 -2.09512
H: -2.10718 4.00843 0.08348
H: -2.78248 4.02083 -1.55792
H: 0.07092 4.33093 -0.66292
H: -0.77498 5.03283 -2.02982
H: 0.81132 3.58433 -2.99772
H: -0.69748 2.66283 -3.09972
H: 2.12022 1.89153 -3.01532
H: 3.82662 0.46803 -3.17922
S: 0.00312 3.01413 1.54858
C: 0.20772 2.50273 3.20288
C: 0.31422 3.49583 4.17848
C: 0.48262 3.10523 5.49638
C: 0.57822 1.74933 5.78688
C: 0.45612 0.84163 4.74438
N: 0.25262 1.19933 3.48318
H: 0.25322 4.52963 3.88518
H: 0.53562 3.83633 6.28988
H: 0.72012 1.40223 6.79728
H: 0.50032 -0.22327 4.92748
N: -1.64678 0.36023 1.65368
H: -1.92068 -0.61767 1.59298
H: -2.49938 0.88253 1.85458
H: -1.03718 0.46433 2.48828

***

Which of these has the lowest total charge? C20H24AsF6N6O2S2Tl

***

Which value of total charge does entry 9 give? +2

***

The lowest total charge belongs to which entry? C20H24AsF6N6O2S2Tl

***

Please write out number 3 again, unchanged.
ORCA calculation (ωB97M-V with the def2-TZVPD basis set) on 2 unconnected molecules or ions with the total composition C4H6OS2 at a distorted geometry.

Output
gap between HOMO and LUMO	8.20	eV
energy relative to the best compared isomer or geometry (same formula, charge and spin)	405.37	kJ/mol
HOMO	-8.6	eV
LUMO level	-0.43	eV
total charge	0
DFT total energy	-1027.4771	Eh

Element x y z (Å)
C: 0.93046 0.22615 -0.59278
C: -0.44328 0.44210 -0.99138
C: 1.33320 -1.09175 0.08000
C: -1.14917 0.50947 1.20916
O: 1.71355 1.15921 -0.80827
S: -1.76086 -0.39012 -1.82054
S: -1.23978 1.65304 -1.88499
H: 1.08343 -1.77092 -0.63207
H: 0.66769 -1.41023 0.89831
H: 2.36445 -1.24888 0.49123
H: -2.13264 0.20860 1.05302
H: -1.06204 1.58008 1.34480
H: -0.30500 0.13325 1.65350